ORCA calculation (ωB97M-V/def2-TZVPD) on a cluster of 13 separate species, C32H90O20 in total.

Positions of all 142 atoms, in Å:
1 C -4.21110 0.59633 3.62455
2 C -2.92742 -0.14135 3.30149
3 O -3.17524 -1.49879 3.62237
4 O -5.19285 0.37011 2.59205
5 H -3.98185 1.66193 3.62945
6 H -4.57746 0.28675 4.60335
7 H -2.16051 0.20679 3.99340
8 H -2.51179 0.03258 2.30897
9 H -3.82307 -1.81795 2.98988
10 H -5.24643 -0.58710 2.54226
11 C -5.15470 3.00396 -1.51325
12 C -4.83598 2.62100 -0.04924
13 O -5.85132 1.80658 0.53188
14 O -5.04345 1.93589 -2.37226
15 H -4.49223 3.81702 -1.81017
16 H -6.14850 3.44675 -1.57955
17 H -4.72169 3.54337 0.52022
18 H -3.86784 2.12236 -0.00271
19 H -5.54586 1.35213 1.32041
20 H -5.57784 1.20213 -2.05981
21 C -3.68860 -2.81615 0.53189
22 C -5.15233 -2.50221 0.80051
23 O -5.43740 -2.34843 2.20284
24 O -3.26264 -4.09700 1.00031
25 H -3.11698 -2.07358 1.08861
26 H -3.48769 -2.70517 -0.53367
27 H -5.77631 -3.31485 0.42854
28 H -5.48160 -1.69517 0.14600
29 H -6.32961 -2.63914 2.40543
30 H -3.66042 -4.77673 0.45137
31 C 2.98550 -1.52537 -5.32427
32 C 1.52321 -1.12135 -5.30258
33 O 1.34322 -0.14677 -6.31356
34 O 3.35807 -2.41886 -4.33318
35 H 3.61278 -0.64453 -5.18737
36 H 3.32172 -1.86729 -6.30312
37 H 1.18165 -0.80837 -4.31593
38 H 0.90515 -1.99043 -5.52798
39 H 0.45250 0.16913 -6.14497
40 H 2.94341 -3.24243 -4.60035
41 C -4.27927 -1.09253 -3.82432
42 C -2.98155 -0.53355 -3.19796
43 O -2.81793 0.83963 -3.56233
44 O -5.44815 -0.70843 -3.20120
45 H -4.15045 -2.17385 -3.77674
46 H -4.39032 -0.85776 -4.88292
47 H -2.14620 -1.12606 -3.57109
48 H -2.91123 -0.73199 -2.12848
49 H -3.62295 1.28551 -3.28897
50 H -6.11633 -1.15640 -3.72509
51 C -1.66117 3.86978 6.29362
52 C -0.63089 3.13970 5.37761
53 O -1.01569 2.86996 4.05521
54 O -1.00067 4.51043 7.40400
55 H -2.39387 3.13513 6.62762
56 H -2.19664 4.61230 5.70199
57 H -0.39199 2.21163 5.89695
58 H 0.28851 3.72366 5.33540
59 H -0.59270 2.03496 3.84201
60 H -0.40904 5.18751 7.06765
61 C -0.75141 -4.14897 4.04504
62 C -0.02431 -3.94922 2.65349
63 O -0.74053 -3.14294 1.68455
64 O -1.19438 -2.91632 4.71458
65 H -0.18314 -4.74051 4.76285
66 H -1.66296 -4.67450 3.76041
67 H 0.27410 -4.86139 2.13678
68 H 0.90835 -3.39983 2.78159
69 H -1.56858 -3.55355 1.42509
70 H -1.81670 -2.44916 4.15237
71 C 2.37187 -1.02306 3.66903
72 C 1.93864 0.41179 3.65050
73 C 2.75848 1.33015 2.64358
74 O 0.54980 0.54113 3.42256
75 H 3.37767 -1.17168 4.06194
76 H 2.32780 -1.47522 2.67822
77 H 1.73348 -1.59484 4.34255
78 H 2.06583 0.94976 4.58993
79 H 2.47315 2.37381 2.77571
80 H 2.56337 1.07459 1.60208
81 H 3.82501 1.25919 2.85707
82 H 0.38530 0.10456 2.58355
83 C -0.89097 1.57233 0.07210
84 C -0.73724 0.08108 -0.08099
85 C 0.29558 -0.14532 -1.22167
86 O -0.07337 -0.49805 1.06115
87 H -1.29078 1.87686 1.03932
88 H -1.43253 2.02689 -0.75747
89 H 0.09636 2.03367 0.05113
90 H -1.69967 -0.36184 -0.33721
91 H 0.50731 -1.21175 -1.29910
92 H 1.16700 0.50923 -1.23839
93 H -0.17503 0.14418 -2.16125
94 H -0.15637 -1.45040 0.97317
95 C 4.07146 1.99427 -2.54784
96 C 5.54015 2.56826 -2.49184
97 C 6.22527 2.54617 -3.85502
98 O 5.52553 3.88820 -2.06017
99 H 4.05818 0.96062 -2.89354
100 H 3.47673 2.59338 -3.23737
101 H 3.70185 1.96142 -1.52294
102 H 6.05353 1.92759 -1.77485
103 H 5.72120 3.22224 -4.54563
104 H 6.18129 1.50997 -4.19035
105 H 7.25802 2.88962 -3.79527
106 H 5.76461 4.43554 -2.81174
107 C 5.32295 -1.43924 -1.58643
108 C 4.44925 -1.28329 -0.34336
109 C 3.36382 -2.39462 -0.28946
110 O 5.35915 -1.49365 0.66051
111 H 4.83925 -1.14380 -2.51748
112 H 5.56414 -2.49683 -1.69331
113 H 6.28802 -0.93880 -1.50700
114 H 3.93290 -0.33023 -0.22865
115 H 2.59173 -2.20098 0.45518
116 H 3.86748 -3.33653 -0.07214
117 H 2.97211 -2.44069 -1.30560
118 H 6.11453 -0.92726 0.48674
119 C 0.65258 -5.16603 -1.96840
120 C -0.71359 -4.93522 -2.70446
121 C -1.19789 -3.49872 -2.56043
122 O -0.49137 -5.22244 -4.07219
123 H 0.93011 -6.21939 -1.92937
124 H 0.55430 -4.95161 -0.90423
125 H 1.52104 -4.66082 -2.39107
126 H -1.43770 -5.61809 -2.26011
127 H -0.41312 -2.78203 -2.80246
128 H -1.50870 -3.25930 -1.54348
129 H -2.05813 -3.39491 -3.22173
130 H 0.43530 -5.08126 -4.27944
131 C 2.13761 5.23790 -0.89732
132 C 2.99058 5.76735 0.26079
133 C 2.35628 5.45521 1.64415
134 O 4.28701 5.15305 0.35312
135 H 2.01341 4.16218 -0.77288
136 H 2.76143 5.52583 -1.74352
137 H 1.14462 5.65081 -1.07498
138 H 3.11023 6.84796 0.18301
139 H 2.81677 6.09444 2.39742
140 H 2.44412 4.42232 1.98110
141 H 1.27307 5.56126 1.58491
142 H 4.60923 4.88465 -0.51045

Forces on the atoms, in the same order (eV/Å):
C 0.609 1.033 -1.111
C -0.186 0.430 1.557
O 0.475 -0.336 -0.602
O 0.548 0.090 1.095
H -0.277 0.127 0.071
H -0.031 -0.030 -0.026
H 0.096 -0.085 0.066
H -0.338 -0.126 -0.317
H -0.171 -0.518 0.245
H -0.620 -0.365 -0.320
C -0.245 0.754 1.964
C -0.318 0.217 0.024
O -0.338 0.743 -1.723
O 0.333 -0.764 -1.106
H 0.376 -0.284 -0.164
H -0.335 -0.057 0.229
H -0.074 0.268 0.109
H 0.183 -0.194 -0.198
H 0.384 -0.207 0.422
H -0.173 -0.196 0.027
C -0.569 0.251 0.604
C -0.696 -1.227 -0.661
O 0.524 0.239 -0.710
O -0.174 0.420 0.013
H 0.414 -0.048 -0.159
H -0.036 0.104 -0.079
H 0.088 -0.457 0.020
H 0.202 0.793 0.531
H -0.040 -0.029 -0.046
H -0.020 -0.131 -0.058
C 0.666 1.606 -0.538
C 0.284 -0.759 -0.394
O -0.298 0.062 0.512
O -0.293 -0.958 0.577
H -0.188 0.328 0.252
H -0.497 -0.272 -0.333
H 0.361 0.425 0.208
H -0.122 -0.423 -0.145
H -0.119 0.432 -0.430
H 0.159 -0.413 0.368
C 2.117 -0.957 -0.297
C -0.893 0.675 -1.263
O 0.918 -1.155 0.227
O -1.100 0.204 0.934
H -0.150 -0.493 0.070
H 0.724 0.303 -0.192
H 0.048 0.294 -0.519
H -0.544 0.314 0.420
H -0.461 0.485 0.367
H -0.547 0.258 0.302
C 0.773 0.291 -1.124
C 0.324 0.147 1.013
O -1.074 0.343 0.157
O -0.655 -0.912 -0.243
H 0.129 0.223 0.523
H -0.105 0.111 -0.103
H 0.204 -0.179 0.029
H 0.169 0.333 0.286
H 0.375 -0.466 -0.456
H -0.008 -0.007 -0.208
C -1.249 1.613 -1.261
C 0.331 1.035 0.407
O 0.417 0.083 0.685
O 1.913 -1.827 -0.309
H 0.148 0.166 -0.229
H -0.158 -0.500 0.294
H -0.301 -0.546 0.479
H -0.020 0.087 0.252
H -0.197 -0.556 0.130
H -0.395 0.111 -0.393
C 0.141 -0.521 0.544
C 0.824 2.255 -0.603
C -0.633 -0.738 0.696
O -0.068 0.100 0.358
H 0.185 0.278 -0.206
H -0.020 0.071 -0.120
H -0.270 0.003 -0.079
H 0.300 -0.597 0.456
H -0.134 -0.066 0.103
H 0.046 -0.227 -0.071
H 0.049 -0.125 -0.103
H -0.600 -0.163 -0.628
C 0.437 0.551 0.673
C 2.671 0.550 -0.926
C -1.706 -0.062 -1.046
O -1.140 0.657 -0.214
H -0.459 -0.079 -0.051
H -0.276 -0.223 0.078
H 0.196 -0.032 0.016
H -0.023 -0.462 0.324
H 0.480 0.082 0.040
H 0.202 -0.319 0.884
H -0.331 -0.143 -0.353
H -0.069 -0.660 0.402
C 1.344 0.247 -0.031
C -1.244 -1.235 -1.133
C -0.104 -0.704 0.554
O -0.084 1.184 0.901
H 0.187 -0.031 -0.145
H -0.235 0.081 0.289
H -0.363 0.380 -0.109
H 0.420 0.227 0.107
H -0.304 -0.207 -0.156
H 0.215 0.152 -0.528
H 0.104 -0.199 0.144
H -0.030 0.188 0.130
C -0.815 -0.098 -1.067
C -0.509 -0.975 -1.268
C 1.018 0.646 -0.383
O 0.756 -0.168 2.618
H -0.007 0.069 -0.051
H -0.041 -0.112 0.053
H -0.099 0.385 0.097
H 0.128 0.410 -0.281
H -0.010 0.038 -0.128
H -0.055 -0.070 0.044
H -0.484 -0.143 0.110
H 0.073 0.011 0.251
C -0.970 -0.683 0.664
C 2.505 0.546 0.798
C -0.181 -0.305 0.127
O -0.768 -0.371 -0.483
H -0.219 -0.248 -0.488
H 0.092 0.612 0.036
H -0.255 0.508 -0.079
H -0.136 -0.190 -0.413
H -0.006 -0.027 -0.316
H -0.038 -0.164 0.176
H 0.042 0.293 -0.060
H -0.016 0.000 0.110
C 1.116 0.145 0.071
C -0.716 -1.038 1.843
C -0.291 0.249 -0.543
O -0.515 0.281 -0.268
H 0.240 -0.109 -0.332
H -0.286 -0.650 -0.662
H 0.122 0.404 0.525
H -0.002 0.151 -0.146
H -0.299 -0.005 0.116
H 0.602 -0.100 -0.421
H -0.084 0.677 0.197
H 0.121 -0.104 -0.394

Calculated values
- energy relative to the best compared isomer or geometry (same formula, charge and spin) (kcal/mol) = 54.08
- M (Da) = 795.052
- HOMO-LUMO gap (eV) = 9.320
- spin multiplicity = 1
- net charge = 0
- E (eV) = -75588.9114
- LUMO energy (eV) = -0.19
- HOMO (eV) = -9.5

Here are the Mulliken charges for atoms 1 to 8, given in e: number 1, C, carries -0.327; number 2, C, carries 0.365; number 3, O, carries -0.671; number 4, O, carries -0.731; number 5, H, carries 0.425; number 6, H, carries 0.236; number 7, H, carries -0.130; number 8, H, carries -0.068